#1
The molecule C8H9N3. Source: the OMol25 dataset; level of theory: wB97M-V/def2-TZVPD.

E_HOMO (eV): -8.984
LUMO level (eV): -0.5
SMILES string: C=C1C[C@]12C=NC=N/C2=N\C
Gap between HOMO and LUMO (eV): 8.530

Structure (XYZ):
```
20
Properties=species:S:1:pos:R:3:nbo_charge:R:1
C -1.0048 -1.3376 -0.8208 0.22
C 0.7944 -2.2396 0.2957 0.30
C -0.6987 0.0110 -0.3413 -0.26
C 0.8323 0.1093 0.0893 0.43
C -1.8492 0.6949 0.3421 0.07
C -2.7723 0.3288 1.1625 -0.38
C -1.2573 1.3962 -0.8059 -0.39
C 2.9314 1.0327 -0.0139 -0.45
N -0.3023 -2.4020 -0.5134 -0.51
N 1.3632 -1.1079 0.5368 -0.51
N 1.4391 1.1584 -0.1935 -0.44
H -1.9975 -1.4426 -1.3353 0.20
H 1.3140 -3.1675 0.6631 0.19
H -2.8267 -0.6031 1.5776 0.20
H -3.5830 0.9103 1.4350 0.20
H -0.5861 2.1641 -0.4297 0.28
H -1.7131 1.5144 -1.7369 0.23
H 3.3379 1.6828 -0.8389 0.20
H 3.3354 1.2275 1.0343 0.21
H 3.2432 0.0698 -0.1068 0.20
```

---

#2
A cluster of 2 separate species, C8H9N3 in total. Source: the OMol25 dataset; level of theory: wB97M-V/def2-TZVPD.

E_HOMO (eV): -8.450
LUMO level (eV): -1.3
Gap between HOMO and LUMO (eV): 7.195

Structure (XYZ):
```
20
Properties=species:S:1:pos:R:3:nbo_charge:R:1
C 0.3740 1.5959 -1.9257 0.12
C 3.3569 2.1177 1.4315 -0.06
C 2.2852 2.7436 1.0097 -0.05
C 2.5702 0.8455 -0.1349 0.25
C 0.9215 2.4052 -0.9173 0.14
C -0.1452 -0.5006 0.0978 0.11
C -1.3617 -0.3803 0.8280 -0.76
C -0.1618 -1.5316 -0.9454 -0.76
N -0.0750 1.2049 -2.9289 -0.29
N 3.5079 0.9362 0.7332 -0.42
N 1.7758 2.0050 -0.0611 -0.39
H 3.8352 2.1805 2.3888 0.22
H 1.8374 3.7242 1.1891 0.24
H 2.4618 0.0899 -0.8497 0.22
H -2.1879 -1.2299 0.9424 0.17
H -1.4912 -0.0665 1.8560 0.24
H -1.6005 0.4812 0.1033 0.30
H 0.0372 -1.0983 -1.8120 0.25
H 0.7148 -2.1174 -0.6312 0.26
H -1.0181 -2.1867 -0.9096 0.19
```

---

Stability ranking, top and bottom: #1 is the most stable and #2 is the least stable.

---

#1
The molecule C3H6N3P. Source: the OMol25 dataset; level of theory: wB97M-V/def2-TZVPD.

E_HOMO (eV): -9.076
LUMO level (eV): 0.8
SMILES string: Cn1cc(P)nn1
Gap between HOMO and LUMO (eV): 9.908

Structure (XYZ):
```
13
Properties=species:S:1:pos:R:3:nbo_charge:R:1
C -0.0372 -0.9951 -0.0441 -0.07
C 1.3009 -0.2614 0.2053 -0.25
C -2.3553 0.2754 -0.0743 -0.42
N 0.9459 1.0791 0.3534 -0.24
N -0.3181 1.2366 0.2444 -0.08
N -0.9103 0.0506 0.0049 -0.19
P 3.0264 -0.7566 0.0910 0.30
H -0.1571 -2.1139 -0.3319 0.26
H -2.3987 1.3816 -0.0551 0.25
H -2.9473 -0.1672 -0.9999 0.22
H -2.8042 -0.0629 0.8824 0.21
H 3.3452 0.4002 0.8580 0.01
H 3.3099 -0.0665 -1.1339 -0.01
```

---

#2
The molecule C3H6N3P. Source: the OMol25 dataset; level of theory: wB97M-V/def2-TZVPD.

E_HOMO (eV): -8.300
LUMO level (eV): 0.6
Gap between HOMO and LUMO (eV): 8.923

Structure (XYZ):
```
13
Properties=species:S:1:pos:R:3:nbo_charge:R:1
C -2.3190 -0.1568 0.2301 0.06
C -1.3576 1.2226 -1.1181 0.23
C 2.0531 -0.5217 0.8616 -0.95
N -2.3804 0.8886 -0.5412 -0.40
N -1.2178 -0.8226 0.3511 -0.18
N -0.2772 -0.1877 -0.2257 -0.61
P 1.1118 -0.9709 -0.6433 0.80
H -3.1424 -0.4931 0.7407 0.18
H -0.8373 1.9388 -1.7314 0.24
H 3.2091 -0.4439 0.6758 0.24
H 1.7031 -1.1382 1.6056 0.22
H 1.7357 0.5081 1.1819 0.23
H 1.7189 0.1767 -1.3872 -0.07
```

---

Stability ranking, top and bottom: #1 is the most stable and #2 is the least stable.

---

#1
The ion C4H4N3 with charge +1. Source: the OMol25 dataset; level of theory: wB97M-V/def2-TZVPD.

E_HOMO (eV): -14.020
LUMO level (eV): -7.4
Net charge: +1
Gap between HOMO and LUMO (eV): 6.656

Structure (XYZ):
```
11
Properties=species:S:1:pos:R:3:nbo_charge:R:1
C 1.6495 -1.6474 -0.3593 0.18
C 0.1364 0.2747 -0.0374 0.54
C -1.9206 1.0932 0.4268 -0.18
C -1.2242 0.1023 -0.1737 -0.40
N 2.3303 -0.7262 -0.0736 0.01
N 1.1447 0.8469 0.2538 -0.10
N 2.3674 0.4199 0.4364 -0.11
H 1.6716 -2.6490 -0.6458 0.28
H -3.0293 1.0013 0.2903 0.25
H -1.4297 2.0036 0.6666 0.23
H -1.6960 -0.7193 -0.7841 0.31
```

---

#2
The ion C4H4N3 with charge +1. Source: the OMol25 dataset; level of theory: wB97M-V/def2-TZVPD.

E_HOMO (eV): -17.938
LUMO level (eV): -6.1
SMILES string: N#C[N+]1(C#N)CC1
Net charge: +1
Gap between HOMO and LUMO (eV): 11.811

Structure (XYZ):
```
11
Properties=species:S:1:pos:R:3:nbo_charge:R:1
C -1.3926 -1.0439 0.0077 0.38
C -1.0391 1.3898 -0.0949 0.34
C 0.9059 -0.1001 0.7864 -0.15
C 0.9315 -0.1571 -0.7215 -0.19
N -2.0688 -1.9222 0.1776 -0.14
N -1.6023 2.3815 -0.0675 -0.08
N -0.3182 0.2222 -0.0795 -0.29
H 0.8520 -0.9510 1.3582 0.27
H 1.5410 0.7224 1.2309 0.29
H 1.4111 0.5832 -1.4525 0.30
H 0.7794 -1.1250 -1.1450 0.26
```

---

Stability ranking, top and bottom: #2 is the most stable and #1 is the least stable.

---

#1
The molecule CHNOS. Source: the OMol25 dataset; level of theory: wB97M-V/def2-TZVPD.

E_HOMO (eV): -9.815
LUMO level (eV): -0.6
SMILES string: N#CSO
Gap between HOMO and LUMO (eV): 9.173

Structure (XYZ):
```
5
Properties=species:S:1:pos:R:3:nbo_charge:R:1
C 1.0389 -0.1978 0.0338 -0.05
N 1.9881 0.4527 -0.0806 -0.26
O -1.5496 0.0145 -0.0884 -0.83
S -0.3200 -1.1765 -0.1236 0.63
H -1.1573 0.9070 0.2589 0.51
```

---

#2
The molecule CHNOS. Source: the OMol25 dataset; level of theory: wB97M-V/def2-TZVPD.

E_HOMO (eV): -10.456
LUMO level (eV): -0.9
Gap between HOMO and LUMO (eV): 9.512

Structure (XYZ):
```
5
Properties=species:S:1:pos:R:3:nbo_charge:R:1
C -0.2502 0.7741 0.0707 -0.23
N -0.8923 -0.4876 0.6034 -0.48
O 1.4667 -1.3379 -0.2793 -0.90
S 0.2248 -0.7718 -0.7288 1.36
H -0.5490 1.8231 0.3341 0.26
```

---

Stability ranking, top and bottom: #1 is the most stable and #2 is the least stable.

---

#1
The molecule C5H9P. Source: the OMol25 dataset; level of theory: wB97M-V/def2-TZVPD.

E_HOMO (eV): -8.532
LUMO level (eV): 1.0
SMILES string: CC1=CCPC1
Gap between HOMO and LUMO (eV): 9.518

Structure (XYZ):
```
15
Properties=species:S:1:pos:R:3:nbo_charge:R:1
C 0.0200 1.0954 -0.3152 -0.23
C 0.5391 -0.1201 -0.2180 0.04
C -1.4575 1.2106 -0.4419 -0.73
C -0.5191 -1.3532 -0.1545 -0.75
C 1.9530 -0.5207 0.1433 -0.65
P -2.0701 -0.4259 0.2445 0.54
H 0.5877 2.0954 -0.1960 0.21
H -1.7730 2.1339 0.1504 0.24
H -1.8680 1.5511 -1.4782 0.24
H -0.4818 -1.8379 -1.1503 0.24
H -0.0655 -2.0402 0.6287 0.24
H 1.9197 -1.3667 0.7096 0.21
H 2.2235 0.1374 0.9778 0.22
H 2.7054 -0.4650 -0.5366 0.22
H -1.7132 -0.0940 1.6366 -0.04
```

---

#2
A cluster of 2 separate species, C5H9P in total. Source: the OMol25 dataset; level of theory: wB97M-V/def2-TZVPD.

E_HOMO (alpha / beta) (eV): -7.203 / -6.781
LUMO level (alpha / beta) (eV): 0.3 / -0.1
SMILES string: C=[PH]=c1cc1.C
Gap between HOMO and LUMO (alpha / beta) (eV): 7.526 / 6.723

Structure (XYZ):
```
15
Properties=species:S:1:pos:R:3:nbo_charge:R:1
C 1.6462 2.2097 0.2277 -0.15
C 0.3748 2.0499 -0.0802 -0.14
C 1.2981 1.0233 -0.5542 -0.35
C -2.6969 -0.3312 0.0053 -0.85
C 3.0821 -1.1959 0.2072 -0.95
P 1.4972 -0.6984 -0.0756 0.73
H 2.4035 2.7749 0.7148 0.24
H -0.6281 2.3985 -0.0385 0.23
H -2.5751 -0.8594 0.9432 0.22
H -1.7882 -0.4221 -0.5758 0.21
H -3.5248 -0.7634 -0.5416 0.21
H 3.5185 -2.0015 -0.3534 0.22
H 3.5478 -0.9395 1.1422 0.21
H -2.9001 0.7130 0.2061 0.20
H 1.1750 -1.2793 -1.2955 -0.03
```

---

Stability ranking, top and bottom: #1 is the most stable and #2 is the least stable.

---

#1
A cluster of 9 separate species, C4H21NO8 in total. Source: the OMol25 dataset; level of theory: wB97M-V/def2-TZVPD.

E_HOMO (eV): -8.839
LUMO level (eV): 0.1
SMILES string: c1cc[nH]c1.O.O.O.O.O.O.O.O
Gap between HOMO and LUMO (eV): 8.891

Structure (XYZ):
```
34
Properties=species:S:1:pos:R:3:nbo_charge:R:1
C -1.0845 -0.7933 2.1896 -0.30
C -1.0511 0.3161 1.3729 -0.10
N -0.6711 -0.1219 0.0695 -0.59
C -0.2569 -1.4407 0.1179 -0.10
C -0.5022 -1.9458 1.4520 -0.30
H -1.1346 -0.7184 3.2135 0.22
H -1.2349 1.3532 1.6333 0.22
H -0.5200 0.5408 -0.7998 0.46
H -0.1127 -2.0143 -0.8242 0.21
H -0.2604 -2.8830 1.9715 0.24
H 3.2415 -2.4278 -1.5085 0.50
H 1.6810 -2.0545 -1.2980 0.46
O 2.3358 -2.6120 -1.1326 -0.96
H -2.6388 0.4994 -2.0353 0.46
H -3.8043 0.8275 -1.5492 0.48
O -3.0611 1.2753 -1.8454 -0.93
H -4.0417 -0.7729 0.6676 0.48
H -2.6072 -1.1238 -0.0179 0.50
O -3.6460 -1.1685 -0.1322 -0.98
H -1.3583 4.2692 -0.7514 0.49
H -2.3763 2.8555 -0.8980 0.53
O -1.4125 3.2991 -0.9387 -1.03
H 1.2758 2.0158 1.4264 0.46
H 1.8273 2.0776 2.7537 0.47
O 2.0827 2.0790 1.8496 -0.93
H -0.1115 1.0362 -2.9003 0.47
H 0.1391 2.4691 -2.1949 0.52
O 0.4235 1.5390 -2.4092 -0.97
H 3.2645 0.6183 -0.1096 0.48
H 3.6412 0.4647 -1.6075 0.47
O 3.8498 0.2709 -0.7134 -0.95
H 3.0733 -1.9827 1.5702 0.46
H 2.2321 -3.0609 1.3371 0.47
O 2.8186 -2.6858 2.0413 -0.93
```

---

#2
A cluster of 7 separate species, C4H21NO8 in total. Source: the OMol25 dataset; level of theory: wB97M-V/def2-TZVPD.

E_HOMO (eV): -9.596
LUMO level (eV): -0.2
SMILES string: N[C@H](C=O)CCO.O.O.O.O.O.O
Gap between HOMO and LUMO (eV): 9.380

Structure (XYZ):
```
34
Properties=species:S:1:pos:R:3:nbo_charge:R:1
O 0.7138 1.4754 -2.1251 -0.57
C 0.3663 1.4461 -0.9694 0.47
C 0.6150 0.2694 0.0341 -0.19
C 0.5574 0.8952 1.4108 -0.44
C 0.2788 0.0336 2.6142 -0.12
O -0.8644 -0.8419 2.5091 -0.73
N 1.9232 -0.2937 -0.1166 -0.84
H -0.0813 2.3730 -0.5924 0.13
H -0.3231 -0.4138 -0.0791 0.22
H -0.3516 1.6999 1.3522 0.20
H 1.3967 1.6175 1.6356 0.23
H 0.5261 0.5850 3.5914 0.19
H 0.8687 -0.9233 2.8280 0.22
H -1.6512 -0.2781 2.5779 0.46
H 2.0646 -1.0396 -0.7472 0.37
H 2.5402 0.3590 -0.3623 0.36
H 3.1483 3.1471 0.1326 0.48
H 3.3710 2.1339 -1.1402 0.48
O 2.7608 2.7686 -0.6747 -0.96
H -2.2281 -0.7217 -0.8258 0.46
H -2.0005 -0.2818 -2.1154 0.49
O -2.4658 0.0060 -1.3539 -0.98
H -0.5127 -2.3786 -0.3524 0.49
H -0.9161 -3.4942 -1.4026 0.50
O -0.9680 -2.5396 -1.2375 -0.97
H 1.3082 -2.2308 1.7529 0.47
H 0.2407 -3.3226 1.8142 0.46
O 0.8942 -2.9388 2.3705 -0.92
H -0.1089 -0.1370 -3.2322 0.50
H -0.7516 -1.4226 -2.6874 0.48
O -0.8127 -0.6953 -3.1965 -0.95
H -3.2683 1.7636 -1.2057 0.48
H -2.9041 1.2959 0.1007 0.46
O -3.3656 2.0841 -0.3076 -0.95
```

---

Stability ranking, top and bottom: #1 is the most stable and #2 is the least stable.